# 1
Computed, not measured: C9H6FeN2O4 as an isolated structure, with the ωB97M-V functional and the def2-TZVPD basis.

Results
⟨S²⟩: 6.02
HOMO-LUMO gap (alpha / beta) in Eh: 0.2527 / 0.1892
E_LUMO (alpha / beta) in eV: -9.34 / -11.05
HOMO (alpha / beta) in eV: -16.22 / -16.20

Structure (ORCA input):
```
! wB97M-V def2-TZVPD RIJCOSX def2/J DEFGRID3
* xyz 2 5
O 0.0003 2.1801 -3.2906
C 0.0021 1.5434 -2.3544
Fe 0.0190 0.1610 0.0895
C 1.4887 -0.7280 -0.6226
C -1.4660 -0.7330 -0.5716
O 2.5340 -1.2282 -0.8218
O -2.5056 -1.2093 -0.8029
N -0.5172 -0.3486 6.9748
C 0.3658 0.3642 6.2160
O 1.2307 1.0656 6.7427
C 0.1804 0.2210 4.7163
C -0.8207 -0.5284 4.0855
C -0.8862 -0.5767 2.6895
N 0.0175 0.1155 1.9246
C 1.0160 0.8486 2.5215
C 1.0808 0.9030 3.8999
H -0.4044 -0.2773 7.9613
H -1.2558 -0.9625 6.6484
H -1.5672 -1.0813 4.6359
H -1.6413 -1.1435 2.1252
H 1.7228 1.3618 1.8632
H 1.8531 1.4968 4.3504
*
```

# 2
Computed, not measured: one molecule with the formula C9H6N2O2, with the ωB97M-V functional and the def2-TZVPD basis.

Results
HOMO-LUMO gap in Eh: 0.3080
SMILES string: O=C(O)c1cnc2ccccc2n1
E_LUMO in eV: -1.25
HOMO in eV: -9.63

Structure (ORCA input):
```
! wB97M-V def2-TZVPD RIJCOSX def2/J DEFGRID3
* xyz 0 1
C 3.3860 0.0625 -0.0144
C 1.9406 -0.1310 -0.0231
C 1.5276 -1.5182 -0.1280
C -0.7730 -0.8913 -0.1089
C -2.0941 -1.3190 0.1569
C -3.0638 -0.2813 0.0798
C -2.6514 1.1156 0.0080
C -1.3738 1.5080 0.0174
C -0.3404 0.5071 -0.1102
H 2.9099 1.9503 -0.0148
H 2.1252 -2.4010 -0.1001
H -2.3520 -2.3545 0.2123
H -4.1521 -0.4730 0.4183
H -3.3606 1.9650 -0.0213
H -1.0598 2.6299 -0.3353
N 0.2853 -1.8150 -0.2235
N 1.0192 0.8506 -0.0171
O 3.7704 1.3372 -0.0201
O 4.2568 -0.7418 0.2241
*
```

The calculation returns the following energy values, one per record and in order: -2020.04665, -606.51488 hartree.
The calculation returns the following strongest force on any atom values, one per record and in order: 10.49, 4.83 eV/A.